Molecular formula: C5H10O2
Method: DFT, the ωB97M-V functional and the def2-TZVPD basis

Kohn-Sham gap = 10.11 eV
DFT total energy = -346.796945 a.u.
E_HOMO = -9.5 eV
ΔE to the lowest compared entry with this formula, charge and spin = 599.89 kJ/mol

Each line ends with the Löwdin charge.
Atoms and positions in Å:
O: 1.796 0.029 1.459  -0.155
C: 1.794 -0.581 0.280  -0.411
C: 0.470 -0.900 -0.376  -0.143
C: -0.471 0.290 -0.412  -0.263
C: -1.969 0.049 -0.656  -0.158
O: -2.326 0.861 0.466  -0.109
C: -0.959 0.896 0.914  -0.149
H: 2.249 0.640 0.300  0.183
H: 2.591 -1.318 0.070  0.131
H: 2.301 0.407 -0.655  0.185
H: 0.048 -1.697 0.254  0.140
H: 0.635 -1.319 -1.377  0.127
H: -0.074 1.057 -1.090  0.143
H: -2.274 -1.000 -0.515  0.121
H: -2.395 0.423 -1.594  0.118
H: -0.626 1.912 1.149  0.122
H: -0.789 0.252 1.783  0.119